Computed, not measured: C49H43BrN5O6SSiTi as an isolated structure, with the ωB97M-V functional and the def2-TZVPD basis.

Last column: Löwdin spin population.
Positions of all 107 atoms, in Å:
Ti -1.08741 0.23211 0.54108  0.055
O -1.82085 3.41873 3.06121  0.081
C -1.66431 2.19042 2.55347  0.214
O -1.48614 2.04647 1.28888  0.088
C -1.69406 1.04365 3.35585  0.117
C -1.86399 0.87692 4.75161  0.074
C -1.84850 -0.39390 5.26087  0.043
C -1.68995 -1.51944 4.41334  0.125
C -1.53160 -1.28223 3.07182  0.016
N -1.51656 -0.05387 2.56919  0.152
C -1.40665 -2.30111 1.96554  -0.003
O -1.54414 -3.48780 2.14830  -0.003
O -1.20148 -1.71911 0.80744  -0.003
H -1.79270 4.03922 2.31928  0.001
H -2.00031 1.74273 5.38424  0.003
H -1.97099 -0.54269 6.32579  0.000
H -1.69246 -2.53380 4.78337  0.007
C -6.07653 -2.63830 0.74023  0.000
C -4.56261 -2.73747 0.82396  0.000
N -3.93251 -2.48651 -0.47166  0.002
C -3.71248 -3.65849 -1.32808  0.000
C -2.33212 -4.26350 -1.12206  0.000
C -3.47406 -1.30076 -0.82587  0.002
S -3.66034 0.09870 0.17191  0.005
N -2.91636 -1.20702 -2.05929  0.001
C -1.81917 -0.55700 -2.27644  0.000
O -1.01358 -0.12096 -1.36652  0.003
C -1.41183 -0.31271 -3.68801  0.000
C -2.18471 -0.79702 -4.74065  0.000
C -1.81415 -0.54014 -6.04943  0.000
C -0.66883 0.20086 -6.31660  0.000
C 0.10324 0.68272 -5.27028  0.000
C -0.26637 0.42652 -3.95838  0.000
H -6.52225 -2.87563 1.70659  0.000
H -6.47959 -3.33239 0.00071  0.000
H -6.37175 -1.62600 0.46327  0.000
H -4.23876 -3.72797 1.14514  0.000
H -4.17347 -2.01670 1.53915  0.000
H -3.85258 -3.35142 -2.36277  0.000
H -4.49449 -4.37635 -1.07705  0.000
H -1.55888 -3.55793 -1.42550  0.000
H -2.23504 -5.17054 -1.72081  0.000
H -2.15747 -4.50594 -0.07347  0.000
H -3.07393 -1.36993 -4.51601  0.000
H -2.41634 -0.91956 -6.86485  0.000
H -0.37897 0.39898 -7.34075  0.000
H 0.99440 1.26272 -5.47673  0.000
H 0.31967 0.80434 -3.13238  0.000
Br 5.71721 4.39417 1.83658  0.000
C 4.08895 3.95523 0.96974  0.000
C 4.06793 3.84488 -0.41001  0.000
C 2.87749 3.52891 -1.04510  0.000
C 1.71899 3.31443 -0.30258  0.000
C 1.77209 3.38719 1.08539  0.000
C 2.95132 3.72712 1.72628  0.000
N 0.48780 2.96970 -0.90317  0.001
C 0.11018 3.63688 -1.90919  0.000
C -1.15075 3.35058 -2.62857  0.000
C -1.29541 3.80959 -3.93175  0.000
C -2.44903 3.48555 -4.62892  0.000
C -3.42022 2.74347 -3.98391  0.000
C -3.19912 2.36108 -2.66398  0.000
N -2.09042 2.64632 -1.99526  0.000
H 4.97324 3.99211 -0.98250  0.000
H 2.85934 3.40405 -2.12051  0.000
H 0.88068 3.16162 1.65510  0.000
H 2.99266 3.77739 2.80607  0.000
H 0.70788 4.46616 -2.30759  0.000
H -0.50594 4.38984 -4.39319  0.000
H -2.58262 3.80546 -5.65413  0.000
H -4.33768 2.46177 -4.48252  0.000
H -3.94037 1.78574 -2.11923  0.000
O 0.68003 0.27149 0.84751  0.014
Si 2.13959 -0.42136 1.18942  0.002
C 3.18593 -0.28778 -0.34847  0.000
C 4.48967 -0.78731 -0.40649  0.000
C 5.23431 -0.70683 -1.57374  0.000
C 4.67599 -0.14375 -2.71460  0.000
C 3.37466 0.33501 -2.68188  0.000
C 2.64105 0.26912 -1.50505  0.000
C 1.91162 -2.22214 1.62007  0.000
C 1.96548 -2.68804 2.93482  0.000
C 1.75993 -4.03074 3.22627  0.000
C 1.49503 -4.92711 2.20363  0.000
C 1.43966 -4.48330 0.88860  0.000
C 1.64905 -3.14503 0.60247  0.000
C 2.84153 0.47738 2.67107  0.000
C 1.96920 0.82162 3.70822  0.000
C 2.42320 1.47952 4.84193  0.000
C 3.77059 1.79610 4.96388  0.000
C 4.65304 1.45635 3.94869  0.000
C 4.18902 0.80689 2.81205  0.000
H 4.92874 -1.26051 0.46599  0.000
H 6.24540 -1.09319 -1.59911  0.000
H 5.25267 -0.09021 -3.62959  0.000
H 2.92967 0.75595 -3.57645  0.000
H 1.62571 0.64739 -1.47396  0.000
H 2.17601 -1.99616 3.74307  0.000
H 1.80330 -4.37449 4.25227  0.000
H 1.32349 -5.97194 2.42964  0.000
H 1.22439 -5.18130 0.08925  0.000
H 1.59821 -2.80758 -0.42792  0.000
H 0.91448 0.57998 3.62614  0.000
H 1.72770 1.74173 5.63012  0.000
H 4.13084 2.30909 5.84683  0.000
H 5.70133 1.71210 4.03337  0.000
H 4.88922 0.57893 2.01623  0.000

As for the multiplicity: 2. As for the expectation value of S²: 0.764. For the LUMO energy (spin up / spin down), the calculation gives -0.003 / -0.017 Eh. The HOMO energy (spin up / spin down) comes out at -6.2948 / -8.4296 eV. The energy above the lowest of the compared OMol25 structures with the same formula, charge and spin is 3.52 kcal per mole. The calculation puts the orbital gap (spin up / spin down) at 6.2 / 8.0 eV.



Computed, not measured: C31H55NO2PRu as an isolated structure at a distorted geometry, with the ωB97M-V functional and the def2-TZVPD basis.

Last column: Löwdin spin population.
Positions of all 91 atoms, in Å:
O -0.05298 -0.52668 -6.65589  0.000
C -0.04430 0.77849 -7.29048  0.000
C -0.07258 0.22959 -8.70496  0.000
H 0.87999 1.28921 -6.98891  0.000
H -0.94133 1.36947 -7.04950  0.000
C -0.05744 -1.13627 -7.97281  0.000
H 0.84648 0.42766 -9.26995  0.000
H -0.98394 0.43519 -9.26987  0.000
C 1.22465 -1.89804 -8.25876  0.000
H 2.09208 -1.23984 -8.10634  0.000
H 1.22608 -2.20662 -9.31524  0.000
H 1.31535 -2.79088 -7.62870  0.000
C -1.30195 -1.98248 -8.18922  0.000
H -2.20745 -1.39169 -7.98324  0.000
H -1.26758 -2.88201 -7.55349  0.000
H -1.36193 -2.30498 -9.23969  0.000
Ru -0.44547 -0.84914 0.68810  2.895
C -3.14532 -0.91555 1.21543  0.221
C -3.13537 0.48569 1.30832  0.104
C -2.33661 1.01270 0.27021  0.218
H -3.77728 1.07348 1.97455  0.003
C -1.89479 -0.07827 -0.56402  0.046
C -2.41300 -1.30737 0.04102  0.046
H -2.46451 -2.26089 -0.48345  0.005
H -3.66909 -1.59611 1.88805  0.010
H -2.16158 2.05626 0.02455  0.011
H -1.50006 0.00040 -1.57163  0.009
C 1.25210 -2.91993 1.10473  0.207
C -0.00144 -2.90364 0.41093  0.085
C 0.19554 -2.10812 -0.78533  0.024
H -0.83551 -3.57162 0.55307  0.007
C 1.47216 -1.45316 -0.65971  0.182
C 2.13845 -2.05267 0.43719  0.178
H 3.19124 -1.92954 0.67617  0.007
H 1.45493 -3.52457 1.98176  0.010
H -0.42452 -2.16403 -1.66278  0.008
H 1.89254 -0.77808 -1.39966  0.013
O 1.13899 -0.06613 -3.99090  0.001
C -0.21217 -0.56927 -3.93764  0.001
C -1.21071 0.56922 -4.22903  0.001
H -0.41379 -0.93279 -2.90784  0.001
H -0.30320 -1.44446 -4.60474  0.000
C -0.36271 1.85115 -4.18454  0.000
H -1.97358 0.56234 -3.44198  0.001
H -1.67946 0.38660 -5.18901  0.000
C 1.03113 1.36682 -3.76506  0.000
H -0.72180 2.58176 -3.46976  0.000
H -0.30687 2.33644 -5.15981  0.000
H 1.14356 1.56988 -2.68341  0.000
H 1.83730 1.90277 -4.27623  0.000
C -2.10779 -0.56080 4.66917  0.004
C -0.61470 -0.50934 5.04345  0.022
C -0.45567 0.08020 6.46051  0.005
C -0.12242 -1.96473 5.02972  0.002
P 0.33001 0.48816 3.77053  0.125
N 0.00264 -0.17336 2.26702  0.467
C -0.19249 2.28951 3.67392  0.021
C 0.60249 3.17139 4.65633  0.005
C 0.02017 2.80754 2.24006  0.007
C -1.68360 2.44226 4.00880  0.005
C 2.16551 0.30093 3.96922  0.011
C 2.82869 1.08539 2.82501  0.004
C 2.68172 0.79891 5.32974  0.002
C 2.59284 -1.17152 3.83705  0.006
H -2.25150 -0.82477 3.61262  0.003
H -2.64589 0.36426 4.89533  0.000
H -2.58070 -1.34669 5.27448  0.000
H -1.14821 -0.46183 7.12240  0.001
H 0.54937 -0.07115 6.87225  0.000
H -0.71219 1.14647 6.53187  0.000
H -0.09311 -2.37338 4.00947  0.001
H 0.84537 -2.08530 5.52557  0.000
H -0.83479 -2.57038 5.60479  0.000
H 1.66174 3.26154 4.38686  0.000
H 0.17761 4.18740 4.61964  0.001
H 0.52142 2.82459 5.69579  0.000
H -0.63814 2.28972 1.52899  0.003
H -0.23703 3.87763 2.22634  0.000
H 1.05430 2.70665 1.89779  0.001
H -2.31669 1.84044 3.34125  0.002
H -1.90267 2.21080 5.05986  0.000
H -1.95919 3.49749 3.85909  0.000
H 2.68842 2.16786 2.91260  0.000
H 3.90987 0.89390 2.87113  0.000
H 2.46989 0.74451 1.84401  0.002
H 2.34226 0.16831 6.16106  0.000
H 3.78011 0.74124 5.29452  0.001
H 2.41923 1.83610 5.55034  0.000
H 2.47643 -1.73357 4.77103  0.000
H 2.06001 -1.68133 3.02707  0.003
H 3.66446 -1.19535 3.59287  0.000

As for the multiplicity: 6. As for the expectation value of S²: 8.795. For the LUMO energy (spin up / spin down), the calculation gives 0.025 / -0.012 Eh. The HOMO energy (spin up / spin down) comes out at -4.9222 / -6.9688 eV. The calculation puts the orbital gap (spin up / spin down) at 5.6 / 6.6 eV.



Q: Look up the multiplicity of the second one.
A: 6